{
  "formula": "C25H34Cl2N7O4SSn",
  "method": "the ωB97M-V functional and the def2-TZVPD basis",
  "species": ["Sn", "Cl", "Cl", "S", "O", "O", "O", "O", "N", "N", "N", "N", "N", "N", "N", "C", "C", "C", "C", "C", "C", "C", "C", "C", "C", "C", "C", "C", "C", "C", "C", "C", "C", "C", "C", "C", "C", "C", "C", "C", "H", "H", "H", "H", "H", "H", "H", "H", "H", "H", "H", "H", "H", "H", "H", "H", "H", "H", "H", "H", "H", "H", "H", "H", "H", "H", "H", "H", "H", "H", "H", "H", "H", "H"],
  "positions_angstrom": [[-1.051, -0.165, -1.100], [3.414, -3.126, 0.028], [3.914, -0.882, -1.797], [-1.498, 1.712, 1.179], [0.977, -2.157, -1.472], [-0.391, 3.269, -2.153], [2.282, -0.665, 2.912], [0.932, -0.316, -0.246], [0.079, 2.462, -1.503], [1.777, -2.840, -6.391], [0.143, 0.027, -3.174], [0.720, -1.231, -5.200], [0.524, 3.059, 2.291], [0.637, 0.757, 2.390], [1.813, -3.006, -4.094], [5.139, 2.486, 2.637], [-1.562, -3.831, -2.052], [4.114, 1.623, 2.995], [-1.657, 4.582, 3.752], [5.105, 3.131, 1.409], [3.037, 1.436, 2.132], [-3.122, -1.457, 2.173], [-0.437, 5.192, 3.076], [-2.936, -1.849, 0.755], [1.438, -2.350, -5.192], [0.437, -0.611, -4.104], [0.049, 4.380, 1.883], [-5.125, -0.726, -0.084], [-0.783, -3.270, 1.006], [-3.493, -2.201, -1.430], [-3.909, -1.565, -0.300], [4.045, 2.920, 0.535], [3.006, -1.465, -0.384], [3.004, 2.080, 0.896], [1.997, 0.442, 2.523], [-0.013, 1.896, 1.981], [-1.891, -2.628, 0.222], [-4.136, -2.248, -2.777], [1.526, -1.341, -0.739], [-2.242, -2.902, -1.116], [-2.493, 4.508, 3.055], [1.379, 3.043, 2.831], [-2.170, -4.733, -2.181], [-1.447, 3.578, 4.125], [-0.580, -4.125, -1.693], [-1.117, -4.199, 1.474], [0.059, -0.071, 2.370], [5.970, 2.643, 3.311], [-2.219, -1.606, 2.764], [-5.708, -0.618, -0.996], [0.381, 5.305, 3.794], [2.272, -3.706, -6.498], [0.878, 4.882, 1.379], [-5.775, -1.164, 0.677], [4.141, 1.087, 3.935], [1.567, -2.677, -3.162], [-1.975, 5.188, 4.599], [-4.861, 0.276, 0.264], [-4.407, -3.271, -3.047], [0.070, -3.509, 0.373], [1.496, -2.327, -7.207], [3.269, -0.832, 0.455], [4.034, 3.404, -0.432], [-3.434, -0.415, 2.263], [-3.913, -2.065, 2.624], [-5.041, -1.645, -2.812], [2.422, -3.803, -4.158], [-0.666, 6.197, 2.715], [-0.753, 4.230, 1.164], [2.184, 1.902, 0.214], [5.912, 3.793, 1.126], [-1.456, -3.386, -3.046], [-0.423, -2.623, 1.808], [-3.462, -1.882, -3.556]],
  "atomic_forces_ev_per_a": [[-0.05, -0.03, -0.12], [0.01, 0.01, -0.03], [0.01, 0.01, 0.00], [0.02, 0.01, -0.01], [-0.04, -0.02, 0.00], [0.00, 0.00, 0.00], [-0.01, 0.00, 0.00], [0.05, 0.02, 0.06], [0.01, 0.00, 0.00], [0.01, 0.00, 0.01], [0.02, 0.02, 0.00], [0.03, -0.01, 0.01], [0.00, 0.01, -0.01], [0.03, 0.00, 0.02], [0.00, 0.00, 0.02], [0.00, 0.00, 0.00], [-0.01, 0.00, -0.01], [0.00, 0.01, 0.01], [0.00, 0.00, 0.00], [0.00, 0.00, 0.00], [0.01, -0.01, 0.01], [0.00, 0.00, 0.00], [0.00, 0.00, 0.00], [-0.04, 0.01, 0.01], [-0.02, 0.01, -0.02], [-0.02, 0.00, -0.01], [0.00, -0.01, 0.00], [0.00, 0.01, 0.00], [-0.01, 0.00, 0.01], [-0.02, -0.01, 0.00], [0.00, 0.00, 0.02], [0.01, 0.00, 0.00], [-0.01, 0.01, 0.02], [0.01, -0.01, 0.01], [-0.02, -0.01, -0.02], [-0.05, -0.01, 0.05], [0.06, -0.02, -0.01], [0.00, 0.00, 0.00], [0.00, 0.00, -0.03], [0.03, 0.02, 0.07], [0.00, 0.00, 0.00], [0.00, 0.00, 0.00], [0.00, 0.00, 0.00], [0.00, 0.00, 0.00], [-0.01, -0.01, 0.00], [-0.01, 0.01, 0.01], [0.00, -0.01, -0.01], [0.00, 0.00, 0.00], [0.00, 0.00, 0.00], [0.00, 0.00, 0.00], [0.00, 0.00, 0.00], [0.00, 0.00, 0.00], [0.00, 0.00, 0.00], [0.00, 0.00, 0.00], [0.00, 0.00, 0.00], [0.01, 0.01, 0.00], [0.00, 0.00, 0.00], [0.00, 0.00, 0.00], [0.00, 0.00, 0.00], [-0.01, -0.02, 0.00], [0.00, 0.00, 0.00], [-0.01, -0.02, 0.02], [0.00, 0.00, 0.00], [0.00, 0.00, 0.00], [0.00, 0.00, 0.00], [0.00, 0.00, 0.00], [0.00, 0.00, 0.00], [0.00, 0.00, 0.00], [0.00, 0.00, 0.00], [-0.02, 0.00, -0.02], [0.00, 0.00, 0.00], [0.01, 0.00, 0.00], [0.01, 0.00, -0.01], [0.00, 0.00, 0.00]],
  "lumo_ev": [-2.8, -4.0],
  "charge": 1,
  "gap_ev": [7.7561, 6.5426],
  "largest_force_ev_per_a": 0.13,
  "relative_energy_kcal_mol": 12.3
}